DFT (ωB97M-V with the def2-TZVPD basis set) results for 6 unconnected molecules or ions with the total composition C21H42O15S3.

For the total energy, the calculation gives -85674.192 eV. The frontier orbital gap is 9.9 eV. Its spin multiplicity is 1. The SMILES is CCOS(C)(=O)=O.CCOS(C)(=O)=O.CCOS(C)(=O)=O.O=C1CCCO1.O=C1CCCO1.O=C1CCCO1. The relative energy (zero: lowest compared OMol25 entry of this formula, charge and spin) is 37.8 kcal per mole. Its charge is 0. For the LUMO energy, the calculation gives 0.07 eV. The strongest force on any atom is 4.21 eV/A.

Geometry as XYZ:
```
81
Properties=species:S:1:pos:R:3:forces:R:3:mulliken_charge:R:1
C -2.314236 2.555893 -0.545732 0.35 0.12 0.26 -1.483
C -1.849033 1.267290 -1.185819 -0.47 0.55 -0.59 0.421
O -1.758724 0.219119 -0.216285 1.38 -0.76 0.07 -0.053
S -0.491897 -0.816226 -0.326825 -1.06 -0.85 1.51 0.511
C -0.984121 -1.746679 -1.782367 0.78 0.91 0.50 -0.674
O 0.764309 -0.120773 -0.558705 -1.59 -0.71 0.15 -0.032
O -0.672553 -1.652563 0.873064 0.59 1.41 -1.91 -0.469
H -1.811848 3.312410 -1.148537 -0.38 0.52 0.28 0.273
H -1.949098 2.611718 0.479763 0.20 0.11 -0.07 0.293
H -3.387780 2.735546 -0.487882 0.03 -0.23 -0.31 0.375
H -2.537279 0.979048 -1.980381 -0.07 -0.29 0.02 0.405
H -0.908379 1.491245 -1.688913 0.30 -0.52 0.35 -0.265
H -0.162098 -2.440862 -1.956994 -0.36 -0.13 -0.09 0.129
H -0.981402 -0.979707 -2.556858 -0.11 -0.23 -0.29 0.219
H -1.970016 -2.184466 -1.625986 0.26 0.00 0.09 0.370
C -1.388058 4.754653 -4.296995 0.60 0.35 0.40 -0.993
C -0.352615 4.188266 -5.240680 -0.54 -1.06 -0.11 -0.295
O 0.658753 3.430281 -4.520130 0.02 -1.09 0.08 -0.336
S 0.557420 1.772949 -4.426401 2.56 1.95 -0.14 1.193
C 1.055709 1.345946 -6.176550 -0.17 0.02 1.21 -1.056
O 1.590265 1.453121 -3.431809 -2.00 0.32 -2.02 -0.557
O -0.808874 1.390011 -4.245411 0.04 -0.19 0.06 -0.602
H -2.077303 5.358510 -4.887249 -0.31 -0.17 0.24 0.381
H -0.914897 5.401547 -3.558253 0.20 0.31 -0.21 0.306
H -1.861994 4.005556 -3.662684 -0.33 -0.25 -0.59 0.166
H -0.817244 3.521453 -5.967022 -0.26 -0.18 0.04 0.247
H 0.101559 4.951012 -5.873164 0.53 0.08 0.51 0.415
H 1.475610 0.340469 -6.148305 -0.38 -0.09 -0.01 0.399
H 1.818662 2.009409 -6.583782 -0.11 0.22 0.50 0.342
H 0.132860 1.433559 -6.749939 0.14 -0.28 0.03 0.360
C 2.841053 -2.896485 0.956105 -0.38 -0.22 -1.27 -0.405
C 2.864385 -3.650720 -0.430351 0.35 0.23 1.33 -0.641
O 2.057094 -2.899976 -1.369045 0.26 0.47 -1.46 -0.404
S 2.693650 -2.391584 -2.817690 0.60 -1.00 -0.78 1.166
C 3.499198 -0.810640 -2.283282 -0.86 -0.53 -0.21 -0.368
O 3.699483 -3.364302 -3.267758 -1.25 1.69 1.23 -0.653
O 1.586789 -2.174718 -3.749890 1.21 0.16 1.97 -0.560
H 3.459595 -3.306149 1.754653 0.30 -0.29 -0.43 0.524
H 1.820628 -2.905610 1.339188 -0.06 0.15 -0.19 -0.091
H 3.130286 -1.862626 0.767460 0.00 0.06 0.19 0.054
H 3.868921 -3.802767 -0.825174 0.01 0.24 -0.01 0.441
H 2.427650 -4.643340 -0.320462 -0.18 0.10 -0.15 0.300
H 4.117371 -0.415913 -3.089587 0.15 -0.47 0.07 0.470
H 4.029756 -1.020770 -1.354595 0.24 -0.16 -0.30 0.277
H 2.744106 -0.052456 -2.075674 -0.30 -0.39 -0.05 -0.144
O -0.077525 0.748602 5.155676 0.31 -3.89 -1.57 -0.652
C 0.278264 -0.352644 4.693343 -1.78 2.15 0.78 0.439
C 1.682306 -0.807743 4.496336 0.11 -0.56 0.91 -0.122
C 1.518224 -2.336531 4.562871 1.65 0.69 0.32 -0.664
C 0.209520 -2.524249 3.913160 -0.69 -1.11 -0.21 0.353
O -0.567284 -1.406674 4.299558 0.23 2.70 0.47 -0.267
H 2.056959 -0.479407 3.526838 0.03 0.02 -0.03 0.100
H 2.279430 -0.397574 5.310765 0.17 0.05 -0.28 0.449
H 2.361813 -2.774682 4.029507 -0.19 -0.50 0.23 0.268
H 1.450256 -2.684161 5.593718 0.40 0.08 0.04 0.288
H 0.347847 -2.626812 2.836845 -0.61 0.31 -0.10 -0.424
H -0.342041 -3.368765 4.326272 0.13 -0.24 -0.37 0.384
O 3.444027 3.935456 1.202976 -1.59 -1.33 0.17 -0.629
C 2.533229 3.243673 1.628014 2.04 1.82 0.32 0.268
C 1.813933 2.071489 1.007186 -0.73 0.72 0.56 0.295
C 0.739472 1.810354 2.073097 -0.18 -0.80 0.82 1.261
C 1.246336 2.522195 3.375373 -1.73 -2.15 -1.51 -0.314
O 2.064898 3.504587 2.894770 1.41 1.48 -0.76 -0.374
H 1.357269 2.408482 0.076601 0.22 -0.08 -0.08 0.003
H 2.518682 1.277963 0.758688 -0.15 -0.05 0.26 -0.053
H -0.239781 2.212565 1.813517 0.18 0.11 -0.28 -0.520
H 0.559643 0.769586 2.342497 0.03 -0.14 -0.50 -0.608
H 0.352181 2.885119 3.882201 0.59 0.26 0.43 0.447
H 1.782938 1.764196 3.945994 0.12 0.55 0.45 0.106
O -4.756743 -1.638100 5.030355 0.20 -0.27 -1.66 -0.594
C -4.564679 -1.860574 3.854672 -0.09 -0.25 1.68 0.387
C -4.098774 -0.891639 2.758071 -0.31 -1.95 1.05 0.116
C -4.464263 -1.758540 1.558012 0.33 1.42 -1.78 -0.085
C -4.383519 -3.211641 1.973774 0.11 0.94 0.10 -0.372
O -4.769972 -3.138675 3.346284 -0.01 0.26 0.43 -0.359
H -4.549343 0.071426 2.998045 -0.08 -0.09 -0.67 0.361
H -3.014091 -0.825935 2.843222 0.10 0.17 0.07 -0.195
H -5.477038 -1.590320 1.191828 -0.13 0.25 0.23 0.365
H -3.810453 -1.516390 0.720168 0.06 -0.16 -0.13 -0.134
H -5.079876 -3.756324 1.336193 -0.15 -0.41 0.59 0.312
H -3.397503 -3.667994 1.886508 0.12 0.11 0.08 0.211
```
Positions in Å, forces in eV/Å.